(1)
ORCA calculation (ωB97M-V/def2-TZVPD) on a cluster of 2 separate species, C4H10N2 in total in a non-equilibrium geometry.

The calculation puts the max |F| at 2.9 eV/A. For the HOMO-LUMO gap (alpha / beta), the calculation gives 2.3 / 7.1 eV. The net charge is -1. Its multiplicity is 2. Its total energy is -267.8049 a.u. Its relative energy (zero: lowest compared OMol25 entry of this formula, charge and spin) is 107.9 kJ/mol. The expectation value of S² is 0.753. The value obtained for the HOMO energy (alpha / beta) is 1.41 / -3.42 eV.

CARTESIAN COORDINATES (ANGSTROEM)
C1 1.769 0.599 -2.504
N1 -0.523 -0.259 -1.028
C2 0.676 0.139 -0.479
N2 1.678 0.665 -1.076
H1 2.585 -0.085 -2.756
H2 2.003 1.589 -2.923
H3 0.864 0.255 -3.031
H4 -1.236 -0.623 -0.374
H5 -0.833 0.211 -1.863
H6 0.776 -0.056 0.587
C3 -1.358 -1.191 2.709
C4 -1.933 0.041 2.663
H7 -0.412 -1.373 3.229
H8 -1.800 -2.070 2.252
H9 -1.455 0.907 3.064
H10 -2.893 0.166 2.161

Löwdin population analysis, charges in e, atoms 1 to 8:
1 C -0.20
2 N 0.07
3 C -0.32
4 N -0.07
5 H 0.06
6 H 0.06
7 H 0.05
8 H 0.07


(2)
ORCA calculation (ωB97M-V/def2-TZVPD) on a cluster of 2 separate species, C4H10N2 in total.

The calculation puts the max |F| at 0.8 eV/A. For the HOMO-LUMO gap, the calculation gives 10.3 eV. The net charge is 0. Its total energy is -267.8693 a.u. Its relative energy (zero: lowest compared OMol25 entry of this formula, charge and spin) is 147.0 kJ/mol. The SMILES is [H]/N=C/N.C=CC. The value obtained for the HOMO energy is -9.26 eV.

CARTESIAN COORDINATES (ANGSTROEM)
H1 -0.544 1.122 2.504
N1 -0.795 1.013 1.525
C1 -1.511 -0.022 1.416
N2 -2.060 -0.513 0.253
H2 -1.765 -0.596 2.308
H3 -1.543 -0.695 -0.586
H4 -2.903 -1.038 0.387
C2 1.652 -0.671 0.165
C3 1.070 -0.468 -1.003
C4 0.994 0.913 -1.603
H5 1.818 -1.647 0.618
H6 2.083 0.151 0.716
H7 0.584 -1.301 -1.484
H8 0.804 0.870 -2.670
H9 1.930 1.418 -1.431
H10 0.187 1.464 -1.117

Löwdin population analysis, charges in e, atoms 1 to 8:
1 H 0.04
2 N 0.08
3 C -0.40
4 N 0.08
5 H 0.11
6 H 0.06
7 H 0.08
8 C -0.04


relative energy (zero: lowest compared OMol25 entry of this formula, charge and spin) of number 1 (C4H10N2)?
107.9 kJ/mol